Formula: CH2F3N2
Source: the OMol25 dataset
Level of theory: ωB97M-V/def2-TZVPD

Summary:
orbital gap (spin up / spin down): 10.364 / 10.364 eV
total charge: +1

Last column: Mulliken charge in e.
Atoms and positions in Å:
C (-1.3932, 0.6603, 0.0514)  0.5954
N (-0.2493, 0.1236, 0.0659)  -0.2009
N (-3.0437, -0.3146, -0.4534)  0.2244
F (-1.6180, 1.9020, 0.1554)  -0.0933
F (-3.9800, 0.3165, 0.2122)  -0.0399
F (-2.8676, -1.4704, 0.1810)  -0.0721
H (-0.1196, -0.8868, -0.0340)  0.2876
H (0.6019, 0.6940, 0.1769)  0.2988



Formula: C18H17N3O2S
Source: the OMol25 dataset
Level of theory: ωB97M-V/def2-TZVPD

Summary:
orbital gap: 7.605 eV

Last column: Mulliken charge in e.
Atoms and positions in Å:
O (1.9276, 0.8099, 2.8609)  -0.6559
O (0.9482, 1.4656, -2.2119)  -0.4755
S (-4.4547, -0.9043, -1.6372)  -0.4053
C (2.7416, 1.3938, 2.2201)  0.5869
C (4.1226, 1.7124, 2.7611)  -0.9837
C (4.7743, 2.5305, 1.8523)  0.6745
C (-5.3234, -4.2573, 0.4989)  -0.7151
C (-4.1296, -4.5710, 1.0128)  -0.4685
C (-1.3835, 1.2317, -2.9379)  -0.7500
C (-5.3692, -3.1734, -0.4066)  -0.2688
C (-2.6517, 0.6349, -2.8021)  -0.6654
C (-2.9830, -3.8056, 0.7844)  -0.6928
C (-0.4763, -0.2354, -1.2605)  0.2361
C (-0.2983, 0.8226, -2.1319)  0.3740
C (-4.2849, -2.3278, -0.6445)  0.4094
C (-2.8453, -0.2868, -1.7589)  0.4655
C (-2.9979, -2.6979, -0.0210)  0.3356
C (-1.6666, -0.8358, -1.0340)  0.1324
N (-1.7847, -1.9932, -0.1605)  -0.1306
N (3.9279, 2.7027, 0.7297)  -0.3560
N (2.6817, 2.0381, 1.0143)  0.3441
C (6.0772, 3.1478, 1.9253)  -1.1488
C (1.7987, 1.3156, -1.1462)  -0.6764
C (1.4481, 1.9919, 0.1302)  -0.5876
H (4.5428, 1.4562, 3.7009)  0.4004
H (-6.1438, -4.9119, 0.6429)  0.3941
H (-4.1564, -5.4017, 1.7044)  0.3253
H (-1.1223, 1.9707, -3.6994)  0.4015
H (-6.3407, -3.0499, -0.9947)  0.2383
H (-3.5233, 0.8813, -3.4645)  0.3189
H (-2.1276, -4.0955, 1.2338)  0.5035
H (0.3450, -0.7595, -0.6021)  0.0161
H (-0.9632, -2.4793, 0.0392)  0.2389
H (3.9535, 3.5359, 0.1119)  0.2693
H (6.0432, 4.0049, 2.5673)  0.2638
H (6.5618, 3.3625, 0.9375)  0.3412
H (6.6653, 2.3968, 2.3212)  0.3478
H (2.0864, 0.2601, -1.0609)  0.3060
H (2.6827, 1.8241, -1.5450)  0.4330
H (0.6486, 1.3274, 0.5946)  0.3973
H (1.0490, 2.9691, -0.1238)  0.2265



no.,DFT total energy (eV)
1,-12188.21878
2,-38339.51391